(a)
Molecular formula: C3HNOS
Method: DFT, ωB97M-V/def2-TZVPD

Computed properties:
LUMO level, Ha: -0.0858
Kohn-Sham gap, eV: 7.78
SMILES string: N#CC(=S)C=O

The geometry in XYZ format:
```
7
C3HNOS | OMol25 | ωB97M-V/def2-TZVPD
N -0.80732 0.59796 2.22946
C -0.43214 0.01146 1.17579
C 0.02589 -0.29265 -0.18773
S 0.08241 -1.69656 -0.86380
C 0.61558 1.10002 -0.76867
O 0.18091 2.13767 -0.19825
H 1.62930 0.94486 -1.51580
```



(b)
Molecular formula: C3HNOS
Method: DFT, ωB97M-V/def2-TZVPD

Computed properties:
LUMO level, Ha: -0.1013
Kohn-Sham gap, eV: 7.76
SMILES string: N#CC(=S)C=O

The geometry in XYZ format:
```
7
C3HNOS | OMol25 | ωB97M-V/def2-TZVPD
N 1.83085 -0.88443 -1.52499
C 1.10055 -0.29589 -0.85159
C 0.28557 0.46993 0.11865
S 0.56110 2.01333 0.49393
C -0.97115 -0.22542 0.45409
O -1.23860 -1.36927 0.09332
H -1.56832 0.29176 1.21660
```



Pick (b): it beats the second-best structure by 34.2 kcal/mol.



(a)
Molecular formula: C18H48O6
Method: DFT, ωB97M-V/def2-TZVPD

Computed properties:
LUMO level, Ha: 0.0193
Kohn-Sham gap, eV: 10.23
SMILES string: CC(C)O.CC(C)O.CC(C)O.CC(C)O.CC(C)O.CC(C)O

The geometry in XYZ format:
```
72
C18H48O6 | OMol25 | ωB97M-V/def2-TZVPD
C -1.03624 -0.27659 0.25062
C 0.13038 -1.06208 -0.40404
C 1.56774 -0.53469 -0.05841
O 0.08744 -2.43086 0.08850
H -1.06958 -0.41586 1.33117
H -1.89115 -0.88695 -0.04040
H -1.04132 0.78011 -0.01669
H 0.02322 -1.05924 -1.48876
H 1.78426 0.38148 -0.60781
H 2.32165 -1.26554 -0.35097
H 1.73852 -0.32215 0.99694
H 0.74138 -2.46586 0.79045
C 0.23103 3.71877 0.35212
C 0.84569 5.12586 0.05845
C 2.33530 5.21944 -0.21341
O 0.24013 5.84822 -1.01001
H -0.83949 3.90384 0.44071
H 0.45186 3.44673 1.38426
H 0.50444 2.98308 -0.40426
H 0.69987 5.69577 0.97609
H 2.65297 6.23566 -0.44680
H 2.63658 4.71590 -1.13199
H 2.96214 4.85129 0.59877
H -0.35784 6.47113 -0.59046
C 2.15168 1.10975 -4.91416
C 1.31891 -0.17307 -5.26759
C 0.39128 -0.63997 -4.20888
O 0.66607 0.00638 -6.45351
H 1.39236 1.79143 -4.53097
H 2.66384 1.38541 -5.83601
H 2.81894 0.74093 -4.13516
H 2.07609 -0.93244 -5.46291
H -0.06176 -1.62252 -4.34092
H -0.41632 0.07642 -4.05835
H 1.00178 -0.79615 -3.31950
H 0.38049 0.91425 -6.32774
C -2.53112 3.06689 2.88994
C -3.83720 3.17390 2.08360
C -3.78168 3.23164 0.53460
O -4.73355 2.12695 2.41757
H -2.83370 3.05735 3.93706
H -1.73320 3.79004 2.72118
H -2.13342 2.15333 2.44797
H -4.15652 4.15119 2.44559
H -4.73019 3.50330 0.07131
H -3.41533 2.25161 0.22895
H -2.97128 3.85773 0.16129
H -5.58515 2.54100 2.25967
C 5.48112 -2.39241 0.94894
C 4.20864 -3.02418 1.40430
C 4.22184 -4.37636 2.01174
O 3.81429 -2.15295 2.52040
H 6.12090 -2.05799 1.76560
H 5.35516 -1.44291 0.42865
H 6.07430 -3.08086 0.34705
H 3.43924 -2.87866 0.64605
H 4.83647 -4.42550 2.91058
H 4.57570 -5.04710 1.22880
H 3.17548 -4.64586 2.15524
H 4.51139 -2.33638 3.15445
C -3.73583 -4.73998 0.24036
C -3.44295 -3.66206 1.31300
C -4.20575 -3.94259 2.71019
O -2.09851 -3.66393 1.69545
H -3.20142 -4.60151 -0.69949
H -4.77799 -4.78590 -0.07570
H -3.49035 -5.75646 0.54792
H -3.72969 -2.70752 0.87173
H -3.98440 -3.18109 3.45799
H -3.95949 -4.92325 3.11732
H -5.27488 -4.07849 2.54712
H -1.57321 -3.51922 0.90506
```



(b)
Molecular formula: C18H48O6
Method: DFT, ωB97M-V/def2-TZVPD

Computed properties:
LUMO level, Ha: 0.0180
Kohn-Sham gap, eV: 10.18
SMILES string: CC(C)O.CC(C)O.CC(C)O.CC(C)O.CCOCC.CCO

The geometry in XYZ format:
```
72
C18H48O6 | OMol25 | ωB97M-V/def2-TZVPD
C 4.07054 2.43670 -3.59202
C 3.46038 1.22624 -4.40623
C 2.36673 0.55349 -3.58545
O 2.80102 1.63662 -5.63345
H 3.46023 3.33953 -3.56904
H 5.07943 2.60419 -3.96907
H 4.22971 2.22394 -2.53490
H 4.37565 0.63750 -4.46764
H 1.74045 -0.12780 -4.16139
H 1.66209 1.21704 -3.08418
H 2.89603 0.01256 -2.80102
H 3.50880 2.08516 -6.10188
C -2.94633 -6.30812 -5.60922
C -1.53638 -5.66609 -5.65926
C -1.59619 -4.13833 -5.57203
O -0.74720 -6.05899 -4.51036
H -3.63007 -5.78151 -6.27501
H -3.39640 -6.21332 -4.62101
H -2.82359 -7.35182 -5.89859
H -1.09264 -5.94249 -6.61572
H -0.65757 -3.67054 -5.86913
H -1.80737 -3.69156 -4.60049
H -2.33299 -3.71663 -6.25569
H -0.05819 -6.55420 -4.95940
C -5.84494 3.21288 1.62944
C -5.96153 1.88779 2.36267
C -6.38837 0.66402 1.62435
O -4.61631 1.59685 2.80115
H -5.18844 3.09142 0.76783
H -5.45989 4.07769 2.16975
H -6.77935 3.54826 1.17946
H -6.62393 1.97708 3.22369
H -6.22773 -0.23502 2.21934
H -5.78706 0.51527 0.72747
H -7.45604 0.81577 1.46575
H -4.18864 1.66144 1.94410
C 3.68450 -3.70060 7.65590
C 4.10774 -3.05844 6.31540
C 3.07395 -2.29177 5.44383
O 5.10183 -2.06905 6.56910
H 3.07137 -3.05303 8.28266
H 4.57393 -3.98034 8.22048
H 3.27959 -4.70172 7.50784
H 4.66593 -3.82472 5.77749
H 2.08135 -2.72436 5.31849
H 3.50751 -1.89415 4.52621
H 2.93186 -1.36773 6.00424
H 5.60484 -1.91963 5.76521
C 0.70968 6.23212 -0.94945
C 0.24472 4.79605 -0.67951
O 1.34836 4.26245 0.02074
C 1.20688 4.29377 1.47730
C 2.41332 3.48978 2.01095
H 1.68114 6.26638 -1.44259
H 0.04580 6.90234 -1.49549
H 0.76932 6.65359 0.05399
H -0.71454 4.86034 -0.16592
H 0.15285 4.27967 -1.63504
H 1.39700 5.30575 1.83486
H 0.24207 3.95378 1.85366
H 3.26410 4.12002 1.75196
H 2.51658 2.51221 1.53999
H 2.44164 3.42088 3.09840
C -1.47795 -2.21479 1.26506
C -0.82371 -1.16258 0.46685
O -1.25001 0.12913 0.87099
H -2.56110 -2.10818 1.20564
H -1.24304 -2.20407 2.32940
H -1.02162 -3.17466 1.02318
H -1.08028 -1.20629 -0.59161
H 0.26258 -1.19462 0.55076
H -0.71208 0.80749 0.45621
```



Pick (a): it beats the second-best structure by 15.8 kcal/mol.



(a)
Molecular formula: C4H5N2
Method: DFT, ωB97M-V/def2-TZVPD

Computed properties:
LUMO level, Ha: -0.1425
Net charge: +1
Kohn-Sham gap, eV: 11.54
SMILES string: C1=N[C@]12[C@@H]1C[N@@H+]12

The geometry in XYZ format:
```
11
C4H5N2 | OMol25 | ωB97M-V/def2-TZVPD
C 1.83219 -0.76068 0.11662
N 2.24330 0.42133 -0.05193
C 0.78821 0.22868 0.04010
C -0.46205 0.70041 0.71146
C -1.28474 -0.35054 0.07715
N -0.37138 0.43463 -0.73167
H 2.03835 -1.77510 0.00209
H -0.91239 1.52232 1.26846
H -1.09667 -1.35639 0.16452
H -2.27546 0.04504 -0.04192
H -0.49934 0.89029 -1.55488
```



(b)
Molecular formula: C4H5N2
Method: DFT, ωB97M-V/def2-TZVPD

Computed properties:
LUMO level (alpha / beta), Ha: -0.2119 / -0.2118
Net charge: +1
Kohn-Sham gap (alpha / beta), eV: 7.99 / 7.99
SMILES string: C=C=NCC#[NH+]

The geometry in XYZ format:
```
11
C4H5N2 | OMol25 | ωB97M-V/def2-TZVPD
C -1.65395 -0.16003 1.25140
C -0.70684 -0.82141 0.64405
N 0.24127 -1.22743 -0.00198
C 1.39169 -0.59013 -0.60133
C 1.07498 0.73765 -0.94120
N 0.31642 1.67308 -0.93120
H -2.56214 0.09140 0.77543
H -1.38271 0.00146 2.29773
H 1.58790 -1.30543 -1.53366
H 2.13565 -0.69747 0.17435
H -0.44228 2.29832 -1.13359
```



Pick (b): it beats the second-best structure by 33.8 kcal/mol.